(1)
{"formula": "C16H22Cl3F6NO3ScSi", "method": "ωB97M-V/def2-TZVPD", "total_energy_ha": -3933.74041, "charge": -1, "spin_multiplicity": 1, "orbital_gap_ev": 5.8, "de_lowest_kcal_mol": 39.7, "elements": ["Sc", "C", "C", "C", "C", "C", "C", "C", "C", "C", "C", "H", "H", "H", "H", "H", "H", "H", "H", "H", "H", "H", "H", "H", "H", "H", "N", "C", "C", "O", "O", "H", "H", "H", "H", "C", "C", "O", "C", "F", "F", "F", "C", "F", "F", "F", "H", "H", "H", "Cl", "Si", "Cl", "Cl"], "coordinates": [[0.3758, -1.4536, -0.5168], [1.2205, 1.6406, 1.2730], [0.0358, 1.4450, 2.0452], [-0.0829, 0.0999, 2.3299], [1.0267, -0.6097, 1.7255], [1.8326, 0.4143, 1.0807], [3.2240, 0.2129, 0.5351], [1.7021, -1.7070, 2.5471], [-1.1814, -0.5457, 3.1237], [-0.8662, 2.5560, 2.5092], [1.6915, 2.9760, 0.7776], [3.9740, 0.5242, 1.2713], [3.3971, 0.8113, -0.3656], [3.4112, -0.8343, 0.2991], [2.2628, -1.2411, 3.3703], [2.4030, -2.3077, 1.9778], [0.9650, -2.3810, 2.9871], [-1.9908, -0.9029, 2.4737], [-1.6133, 0.1553, 3.8404], [-0.8123, -1.4052, 3.6874], [-0.4397, 3.0680, 3.3785], [-1.8507, 2.1814, 2.7947], [-1.0091, 3.3170, 1.7362], [2.1502, 3.5584, 1.5844], [0.8594, 3.5672, 0.3844], [2.4301, 2.8701, -0.0184], [1.7334, -0.8047, -2.4303], [1.0874, -1.3516, -3.6434], [0.2215, -2.5849, -3.2928], [-0.0177, -3.4032, -4.1617], [-0.1912, -2.5942, -2.0766], [2.0759, 0.1312, -2.6024], [2.5364, -1.3879, -2.2179], [1.8062, -1.6400, -4.4105], [0.4105, -0.6063, -4.0605], [-2.6951, 1.3784, -0.0950], [-1.9047, 0.6903, -1.2111], [-1.1142, -0.3024, -0.7288], [-1.0736, 1.7801, -1.9864], [0.1952, 1.8148, -1.5571], [-1.0234, 1.5788, -3.3240], [-1.5651, 3.0253, -1.8173], [-2.9248, 0.0641, -2.1985], [-3.6709, 1.0077, -2.8233], [-2.3442, -0.6876, -3.1370], [-3.7879, -0.7292, -1.5316], [-1.9765, 1.7523, 0.6293], [-3.3219, 0.6311, 0.3870], [-3.3098, 2.1928, -0.4733], [-1.0302, -4.6994, 2.3035], [-1.2540, -3.4158, 0.6732], [2.1357, -3.1434, -0.3813], [-2.1122, -4.7055, -0.6637]], "forces_ev_per_a": [[1.1, 1.1, 0.0], [-0.2, 0.0, -0.2], [0.0, 0.1, 0.1], [0.1, -0.2, -0.2], [0.1, -0.1, 0.4], [0.1, -0.3, 0.1], [-0.1, 0.1, 0.1], [0.0, 0.3, 0.0], [0.1, 0.1, -0.1], [0.2, -0.1, 0.0], [-0.1, -0.1, 0.1], [0.1, 0.0, 0.0], [0.0, 0.0, 0.0], [0.0, 0.0, 0.0], [-0.1, -0.1, 0.1], [0.0, -0.1, 0.0], [0.1, -0.1, 0.0], [-0.1, 0.0, 0.0], [-0.1, 0.0, 0.0], [0.0, 0.0, 0.0], [0.0, 0.0, 0.0], [0.0, 0.1, 0.0], [0.0, 0.0, 0.0], [0.0, 0.0, 0.0], [0.1, 0.0, 0.0], [0.0, 0.0, 0.0], [-0.3, -0.2, 0.0], [-0.1, -0.3, 0.2], [0.2, 0.1, -0.3], [-0.1, 0.1, 0.1], [-0.5, -0.3, -0.2], [-0.1, 0.1, 0.1], [0.1, 0.0, 0.1], [0.0, 0.0, 0.0], [0.0, 0.1, 0.0], [0.1, 0.0, 0.0], [-0.4, 0.0, 0.0], [-0.5, 1.0, -0.4], [0.2, 0.0, 0.0], [-0.2, -0.1, -0.1], [0.1, -0.1, 0.2], [0.0, -0.1, -0.1], [0.0, -0.1, 0.0], [0.1, -0.1, 0.1], [-0.1, 0.1, 0.1], [0.1, 0.1, -0.1], [-0.1, 0.0, -0.1], [0.0, 0.0, 0.0], [-0.1, 0.0, 0.0], [-0.1, 0.3, 0.1], [0.2, -0.8, 0.0], [0.3, -0.6, 0.2], [-0.3, -0.1, 0.0]], "mulliken_charge": [-0.874, -0.093, 0.544, 0.028, 2.329, 1.093, -2.074, -1.772, -2.013, -1.392, -2.000, 0.380, 0.396, 0.246, 0.375, 0.380, 0.320, 0.132, 0.470, 0.350, 0.285, 0.465, 0.354, 0.387, 0.321, 0.371, -0.190, -0.451, 0.554, -0.739, -0.015, 0.209, 0.292, 0.362, 0.164, -1.740, 1.552, -0.351, 0.132, -0.050, -0.335, -0.336, 0.534, -0.320, -0.166, -0.272, 0.235, 0.425, 0.439, -0.301, 0.960, -0.352, -0.248]}

---

(2)
{"formula": "C16H22ClIN2O4", "method": "ωB97M-V/def2-TZVPD", "total_energy_ha": -1791.18374, "charge": 0, "spin_multiplicity": 1, "orbital_gap_ev": 9.2, "smiles": "N#CC[C@](C#N)(CC(=O)Cl)CC(=O)I.C1CCOC1.C1CCOC1", "elements": ["N", "C", "C", "C", "C", "N", "C", "C", "O", "Cl", "C", "C", "O", "I", "H", "H", "H", "H", "H", "H", "C", "C", "C", "O", "C", "H", "H", "H", "H", "H", "H", "H", "H", "C", "C", "C", "O", "C", "H", "H", "H", "H", "H", "H", "H", "H"], "coordinates": [[-1.1316, -1.2269, 3.5510], [-1.7212, -0.5446, 2.8436], [-2.4185, 0.2701, 1.8550], [-2.1881, -0.2446, 0.3920], [-2.2178, 0.9394, -0.4853], [-2.2988, 1.8699, -1.1501], [-3.3630, -1.1319, -0.1095], [-3.3610, -2.5307, 0.4539], [-2.9066, -3.4727, -0.1103], [-4.1174, -2.7156, 2.0351], [-0.8478, -0.9749, 0.1945], [0.3486, -0.1446, 0.5789], [0.3222, 0.9765, 0.9727], [2.2182, -1.1748, 0.2704], [-2.0793, 1.2981, 1.9441], [-3.4834, 0.2560, 2.0888], [-4.3045, -0.6409, 0.1280], [-3.2878, -1.2461, -1.1880], [-0.7255, -1.2274, -0.8611], [-0.8054, -1.9182, 0.7360], [4.6922, -6.1941, 1.3457], [4.5843, -5.2826, 2.5659], [4.6399, -3.9034, 1.9238], [4.0399, -4.0401, 0.6326], [3.8767, -5.4245, 0.3160], [4.3115, -7.2001, 1.5150], [5.7328, -6.2718, 1.0236], [3.6229, -5.4298, 3.0625], [5.3739, -5.4358, 3.2996], [5.6734, -3.5632, 1.7989], [4.0923, -3.1476, 2.4887], [2.8133, -5.6785, 0.3809], [4.2109, -5.5938, -0.7080], [-1.0815, 6.5981, -1.6842], [-1.3417, 5.2057, -2.2546], [-2.3407, 5.5124, -3.3608], [-2.0244, 6.8236, -3.8372], [-1.1079, 7.4556, -2.9425], [-0.1424, 6.6803, -1.1389], [-1.8930, 6.8877, -1.0126], [-0.4224, 4.7954, -2.6786], [-1.7260, 4.4937, -1.5291], [-3.3674, 5.5139, -2.9787], [-2.2841, 4.8110, -4.1935], [-0.1205, 7.4950, -3.4158], [-1.4428, 8.4771, -2.7580]], "forces_ev_per_a": [[0.1, 0.0, 0.1], [0.0, 0.0, -0.1], [-0.1, -0.1, -0.1], [-0.1, 0.1, 0.0], [-0.1, 0.1, 0.2], [0.0, 0.0, -0.1], [0.0, 0.0, 0.2], [0.2, -0.5, -0.4], [-0.1, 0.2, 0.2], [-0.1, 0.1, 0.1], [0.0, 0.1, -0.2], [0.4, 0.4, 0.0], [-0.1, -0.3, 0.0], [-0.2, -0.1, 0.1], [0.1, 0.0, 0.0], [0.0, 0.0, -0.1], [0.0, 0.0, 0.0], [0.1, 0.0, -0.1], [0.0, -0.1, 0.0], [0.0, 0.0, 0.1], [0.1, 0.0, 0.0], [-0.1, 0.0, 0.0], [0.0, 0.0, 0.0], [0.0, 0.1, 0.0], [-0.1, 0.0, 0.0], [0.0, 0.0, 0.0], [0.0, 0.0, 0.0], [0.0, 0.0, 0.0], [0.0, 0.0, 0.0], [0.0, 0.0, 0.0], [0.0, 0.0, 0.0], [0.0, 0.0, 0.0], [0.0, 0.0, 0.0], [0.0, 0.0, 0.0], [0.1, 0.0, 0.0], [0.0, 0.0, 0.0], [0.0, 0.0, 0.0], [0.0, 0.0, 0.0], [0.0, 0.0, 0.0], [0.0, 0.0, 0.0], [0.0, 0.0, 0.0], [0.0, 0.0, 0.0], [0.0, 0.0, 0.0], [0.0, 0.0, 0.0], [0.0, 0.0, 0.0], [0.0, 0.0, 0.0]], "mulliken_charge": [-0.450, 0.173, -0.569, 1.439, -0.410, -0.491, -1.044, 0.361, -0.420, -0.164, -1.463, 0.137, -0.448, 0.074, 0.434, 0.435, 0.576, 0.479, 0.661, 0.678, -0.543, -0.542, -0.420, -0.315, -0.452, 0.326, 0.263, 0.275, 0.331, 0.257, 0.285, 0.281, 0.266, -0.594, -0.314, -0.451, -0.401, -0.423, 0.354, 0.277, 0.265, 0.202, 0.276, 0.276, 0.252, 0.285]}